161
Properties=species:S:1:pos:R:3:forces:R:3:lowdin_charge:R:1 method="wB97M-V/def2-TZVPD" homo_ev=-2.56 homo_lumo_gap_ha=0.2229 spin_multiplicity=1 max_force_ha_per_bohr=0.0208 e_above_lowest_kcal_mol=11.2 e_lumo_ha=0.1288 total_charge=-2 total_energy_ev=-106838.5149
Sr -0.0774 -0.3395 0.0578 0.37 0.11 -0.80 1.57
C 1.5504 1.9433 1.9742 0.02 0.05 0.12 -0.04
O 0.5408 0.9455 2.1087 -0.14 0.03 0.24 -0.26
C -0.3018 1.0645 3.2078 0.17 0.08 0.17 -0.17
C -0.2123 0.1399 4.2457 -0.04 0.04 0.01 -0.10
C 0.6011 -1.1377 4.1851 0.07 0.08 0.03 -0.08
C -0.2744 -2.3502 3.9789 0.02 -0.10 -0.04 -0.13
C -0.7231 -3.1375 5.0281 0.05 -0.02 0.02 -0.01
C -1.5380 -4.2512 4.8288 -0.04 -0.02 0.02 -0.20
C -1.8814 -4.5563 3.5079 0.02 -0.04 -0.02 -0.01
C -1.4618 -3.7963 2.4330 0.02 0.05 0.03 -0.13
C -1.8860 -4.0743 1.0098 -0.01 -0.07 -0.07 -0.07
C -3.1188 -3.2651 0.6543 0.00 0.06 0.03 -0.10
C -4.3120 -3.5920 1.2857 0.00 0.02 0.03 0.01
C -5.4635 -2.8228 1.1666 0.02 -0.03 -0.01 -0.16
C -5.3799 -1.6719 0.3979 0.02 0.02 0.07 0.03
C -4.2133 -1.3028 -0.2656 0.02 -0.02 0.04 -0.11
C -4.2022 0.0402 -0.9659 -0.07 -0.01 -0.10 -0.07
C -4.2292 1.1892 0.0125 0.04 0.04 0.04 -0.13
C -5.3454 1.9591 0.2695 0.00 0.02 -0.08 -0.01
C -5.3199 3.0475 1.1511 -0.06 0.01 0.05 -0.20
C -4.0908 3.3667 1.7279 0.01 0.07 -0.04 -0.01
C -2.9462 2.6167 1.4977 -0.05 -0.06 -0.05 -0.14
C -1.5962 2.9709 2.0730 0.11 0.15 0.04 -0.09
C -1.2326 2.1096 3.2639 -0.08 -0.03 0.02 -0.11
C -1.9391 2.2998 4.4408 -0.06 -0.05 -0.03 0.02
C -1.8115 1.4527 5.5369 0.03 0.00 0.00 -0.17
C -0.9674 0.3640 5.3974 -0.08 -0.04 -0.01 0.02
C -2.6221 1.7239 6.8020 -0.04 -0.02 -0.01 -0.56
C -4.1182 1.6131 6.4755 0.00 0.00 0.01 -0.05
C -2.2988 0.7314 7.9193 0.00 -0.01 0.00 -0.07
C -2.3186 3.1389 7.3146 0.01 -0.01 -0.01 -0.06
C -3.0164 1.4515 0.7008 0.00 -0.13 0.04 -0.35
O -2.0231 0.6567 0.5821 -0.63 0.38 0.26 -0.25
C -6.6078 3.8176 1.4390 -0.01 0.02 -0.01 -0.57
C -7.1781 4.4075 0.1406 0.00 0.00 0.00 -0.06
C -7.6494 2.8690 2.0528 0.01 0.01 0.00 -0.06
C -6.3887 4.9688 2.4219 0.02 0.00 -0.01 -0.08
C -3.1006 -2.1395 -0.1732 -0.13 -0.01 -0.06 -0.18
O -1.9516 -1.8319 -0.8966 -0.15 -0.09 0.09 -0.24
C -1.9240 -2.3612 -2.2108 -0.03 -0.06 -0.04 -0.05
C -6.7259 -3.2268 1.9249 -0.03 0.02 0.02 -0.55
C -7.9056 -2.3029 1.6178 0.02 -0.01 -0.02 -0.07
C -6.4428 -3.1627 3.4328 0.00 0.00 0.00 -0.04
C -7.1250 -4.6588 1.5436 0.01 0.00 0.00 -0.06
C -0.6643 -2.6429 2.6506 -0.03 0.13 0.04 -0.33
O -0.3155 -1.8839 1.6807 -0.08 -0.53 0.57 -0.26
C -2.0871 -5.1044 5.9708 0.00 -0.01 0.01 -0.57
C -3.6191 -4.9920 6.0030 0.01 -0.02 0.01 -0.06
C -1.5526 -4.6610 7.3336 0.01 0.02 -0.01 -0.08
C -1.7017 -6.5777 5.7703 0.01 0.00 0.01 -0.06
H 1.1951 2.9008 2.3606 0.04 0.02 -0.06 0.10
H 1.7926 2.0265 0.9136 0.03 0.02 0.02 0.08
H 2.4464 1.6405 2.5249 0.00 0.02 0.02 0.10
H 1.1440 -1.2528 5.1285 0.02 0.05 -0.01 0.12
H 1.3246 -1.0735 3.3715 -0.01 -0.03 0.00 0.11
H -0.4181 -2.8630 6.0332 0.02 -0.01 0.00 0.10
H -2.5049 -5.4259 3.3083 0.00 0.00 -0.01 0.10
H -2.1145 -5.1396 0.9050 -0.01 0.01 -0.05 0.12
H -1.0651 -3.8185 0.3391 0.01 -0.02 0.02 0.11
H -4.3104 -4.4640 1.9312 0.00 0.01 0.02 0.11
H -6.2218 -0.9942 0.3266 0.00 0.00 -0.01 0.11
H -5.0795 0.1134 -1.6168 0.02 -0.05 -0.02 0.12
H -3.3056 0.1274 -1.5821 -0.01 0.04 0.01 0.12
H -6.2707 1.7120 -0.2477 0.00 -0.01 -0.01 0.11
H -4.0033 4.2392 2.3687 0.00 -0.01 0.01 0.10
H -1.6192 4.0218 2.3832 0.08 -0.02 0.01 0.12
H -0.8462 2.8560 1.2888 -0.05 0.00 -0.05 0.08
H -2.6513 3.1186 4.4674 -0.01 0.00 -0.01 0.11
H -0.8875 -0.3727 6.1870 0.03 0.01 0.01 0.10
H -4.3601 0.6041 6.1367 0.00 0.00 -0.01 0.09
H -4.4032 2.3048 5.6818 0.00 0.01 0.00 0.07
H -4.7214 1.8376 7.3604 0.00 0.00 0.01 0.08
H -2.5649 -0.2887 7.6367 0.01 -0.01 -0.01 0.08
H -2.8684 0.9906 8.8153 -0.01 0.00 0.00 0.08
H -1.2373 0.7493 8.1746 0.00 0.01 0.01 0.09
H -2.6187 3.8969 6.5903 0.01 0.00 -0.01 0.07
H -1.2494 3.2587 7.5009 0.00 0.00 0.01 0.09
H -2.8569 3.3296 8.2474 -0.01 0.00 0.00 0.08
H -7.4236 3.6221 -0.5754 0.01 0.00 -0.01 0.07
H -6.4475 5.0687 -0.3293 0.00 0.01 0.00 0.09
H -8.0892 4.9807 0.3413 -0.01 -0.01 0.00 0.07
H -7.8521 2.0270 1.3896 -0.01 0.00 -0.01 0.07
H -8.5927 3.3934 2.2394 0.00 0.00 0.00 0.07
H -7.2830 2.4644 2.9985 0.00 0.00 0.00 0.08
H -5.6807 5.7009 2.0283 0.00 0.00 0.00 0.08
H -6.0084 4.6068 3.3792 0.01 0.00 0.00 0.08
H -7.3368 5.4814 2.6060 -0.01 0.00 0.00 0.08
H -1.8791 -3.4553 -2.1887 -0.01 0.01 0.00 0.10
H -1.0278 -1.9664 -2.6906 -0.01 -0.02 -0.02 0.10
H -2.8089 -2.0503 -2.7751 0.01 0.01 0.01 0.10
H -7.7087 -1.2810 1.9467 0.01 0.01 -0.01 0.08
H -8.7953 -2.6586 2.1433 0.00 0.00 0.02 0.08
H -8.1287 -2.2810 0.5489 -0.01 -0.01 0.00 0.08
H -6.1856 -2.1440 3.7285 0.01 0.00 0.00 0.09
H -5.6051 -3.8049 3.7079 -0.01 -0.01 0.00 0.06
H -7.3217 -3.4799 4.0025 -0.01 0.00 0.00 0.08
H -7.2793 -4.7410 0.4656 -0.01 0.00 0.00 0.09
H -8.0524 -4.9426 2.0493 0.00 0.00 0.01 0.08
H -6.3535 -5.3755 1.8272 0.01 0.00 -0.01 0.07
H -3.9215 -3.9482 6.1082 0.00 0.00 0.01 0.09
H -4.0382 -5.5646 6.8373 0.00 -0.01 0.00 0.08
H -4.0560 -5.3711 5.0772 0.00 0.01 -0.01 0.07
H -1.8647 -3.6421 7.5716 0.01 0.01 0.00 0.08
H -0.4619 -4.6988 7.3647 0.00 -0.01 0.01 0.08
H -1.9381 -5.3222 8.1142 -0.01 0.00 0.00 0.08
H -2.1531 -6.9856 4.8651 0.02 0.00 -0.02 0.07
H -2.0368 -7.1849 6.6175 -0.02 -0.01 0.00 0.07
H -0.6187 -6.6784 5.6767 0.01 0.00 0.02 0.09
O 5.5234 3.5998 -4.8789 -0.20 0.11 0.04 -0.06
C 5.7921 3.8418 -3.6866 0.41 -0.26 0.05 -0.71
O 6.5316 4.7298 -3.2038 -0.21 0.01 0.00 -0.08
C 5.1563 2.8797 -2.6474 -0.06 0.05 0.00 -0.13
C 5.4737 2.9795 -1.2972 -0.04 0.03 -0.04 -0.03
C 4.8187 2.1608 -0.3932 0.00 0.00 0.00 -0.16
N 3.8590 1.2947 -0.7257 -0.02 0.00 0.03 0.10
C 3.5608 1.1838 -2.0252 -0.03 0.00 -0.02 -0.20
C 4.2093 1.9299 -3.0080 0.01 -0.03 0.04 0.03
C 2.3877 0.2785 -2.4158 -0.30 0.20 0.18 -0.66
O 2.4605 -0.3533 -3.4725 0.01 0.02 0.05 0.00
O 1.3883 0.3369 -1.6223 0.85 -0.17 -0.63 -0.32
H 6.2005 3.7173 -0.9836 0.01 -0.01 0.00 0.10
H 5.0541 2.2191 0.6686 0.00 0.00 -0.02 0.09
H 3.9448 1.8045 -4.0484 0.00 -0.01 -0.03 0.12
C 5.5230 -1.7476 -0.2258 0.02 0.05 -0.01 -0.02
N 4.1661 -2.1821 -0.4698 -0.08 -0.19 0.06 -0.12
C 3.7310 -3.0016 -1.4832 -0.05 0.12 -0.08 -0.08
C 2.3722 -3.0351 -1.3758 0.08 0.01 -0.07 -0.14
N 1.9632 -2.2665 -0.3175 0.00 -0.24 -0.03 0.03
C 3.0621 -1.7858 0.2040 0.06 0.17 0.04 -0.18
H 6.2049 -2.3923 -0.7767 -0.01 -0.01 0.01 0.08
H 5.7534 -1.8205 0.8370 0.00 0.01 -0.01 0.09
H 5.6575 -0.7176 -0.5539 -0.01 0.03 -0.01 0.08
H 4.4108 -3.4134 -2.2081 0.00 -0.02 0.00 0.11
H 1.6674 -3.5320 -2.0209 0.00 -0.02 0.01 0.10
H 3.1187 -1.1202 1.0511 0.01 0.04 -0.02 0.13
N -0.5979 2.5045 -1.3001 -0.34 -0.10 0.07 -0.31
S 0.4183 2.8526 -2.4318 0.50 0.18 -0.33 1.03
C -0.4112 3.6555 -3.8191 -0.03 -0.01 0.09 -0.36
C -1.2500 4.7452 -3.6335 0.00 0.02 0.01 -0.07
C -1.9135 5.2896 -4.7190 -0.01 0.01 0.00 -0.09
C -1.7349 4.7465 -5.9874 0.00 0.00 0.00 -0.10
C -0.8944 3.6594 -6.1673 -0.01 0.01 0.00 -0.09
C -0.2322 3.1053 -5.0780 0.03 -0.01 0.02 -0.07
C 1.4271 4.2715 -1.9320 -0.24 -0.03 0.14 -0.36
C 1.2394 4.7987 -0.6655 -0.11 -0.10 -0.05 -0.09
C 2.0604 5.8273 -0.2288 -0.06 0.01 0.15 -0.09
C 3.0705 6.3006 -1.0466 0.11 0.07 -0.07 -0.09
C 3.2654 5.7510 -2.3072 -0.01 0.00 -0.02 -0.06
C 2.4385 4.7331 -2.7553 0.12 0.05 -0.11 -0.07
H -1.2635 3.2664 -1.1543 -0.01 -0.11 0.17 0.00
H -1.3765 5.1671 -2.6425 0.00 0.00 0.00 0.11
H -2.5679 6.1411 -4.5803 -0.01 0.00 0.00 0.10
H -2.2559 5.1746 -6.8348 0.01 0.01 -0.01 0.09
H -0.7522 3.2368 -7.1537 0.00 0.00 0.00 0.10
H 0.4225 2.2500 -5.1981 0.01 -0.01 0.01 0.11
H 0.4659 4.3808 -0.0313 0.00 0.00 0.02 0.08
H 1.9219 6.2408 0.7628 -0.01 0.01 0.02 0.10
H 3.7315 7.0834 -0.6955 0.01 0.00 -0.01 0.10
H 4.0900 6.0775 -2.9210 0.12 0.02 -0.09 0.11
H 2.6132 4.2805 -3.7246 0.02 0.02 -0.03 0.12